# 1
This record from the OMol25 dataset describes 6 unconnected molecules or ions with the total composition C15H42ClFO6Si. The level of theory is ωB97M-V with the def2-TZVPD basis set.

```
66
Properties=species:S:1:pos:R:3:forces:R:3
O -3.6993 0.5080 2.5770 0.18 -0.33 0.05
Si -2.5701 -0.5584 2.0881 -0.08 0.45 -0.03
F -3.0912 -1.2574 0.7496 0.10 0.02 -0.05
Cl -2.3081 -2.0372 3.4584 0.06 -0.15 0.11
H -4.1442 0.3716 3.4240 -0.10 0.24 -0.10
H -1.3177 0.1395 1.8267 0.01 -0.12 -0.13
C 0.0164 -0.0780 -1.6569 -0.03 0.02 0.11
C -0.3947 -1.2917 -2.4713 -0.02 0.05 -0.02
C -1.4825 -0.9555 -3.4786 -0.01 -0.05 0.01
O -0.8104 -2.3539 -1.6133 -0.03 0.07 0.00
H -0.8382 0.2899 -1.0794 -0.02 0.02 -0.04
H 0.8050 -0.3374 -0.9511 0.01 0.00 0.00
H 0.3786 0.7287 -2.2938 0.02 -0.01 -0.01
H 0.4749 -1.6863 -3.0018 0.01 -0.01 0.01
H -2.3748 -0.5954 -2.9581 0.00 0.02 -0.01
H -1.7570 -1.8391 -4.0539 0.00 -0.01 0.00
H -1.1545 -0.1770 -4.1685 0.01 0.01 0.00
H -1.5808 -2.0363 -1.1255 0.00 -0.10 0.05
C -0.8147 4.4289 1.0066 0.04 -0.05 0.00
C -1.2591 3.5809 2.1871 -0.06 0.03 -0.03
C -1.6022 4.4254 3.4025 0.04 -0.04 0.03
O -0.2710 2.6016 2.5090 0.02 -0.05 0.01
H 0.0860 4.9931 1.2661 -0.01 0.02 0.00
H -0.5862 3.7986 0.1474 0.00 -0.01 0.00
H -1.5884 5.1419 0.7199 -0.01 0.01 0.01
H -2.1337 2.9921 1.9018 -0.01 0.01 0.01
H -0.7238 4.9901 3.7289 -0.01 0.02 -0.01
H -1.9274 3.7925 4.2275 0.00 -0.01 0.00
H -2.3965 5.1374 3.1761 -0.01 0.00 -0.01
H 0.5337 3.0609 2.7741 -0.01 0.01 0.00
C 5.5411 0.3329 -1.5353 -0.01 -0.05 -0.07
C 4.1590 0.9620 -1.5860 0.01 0.00 0.09
C 3.5784 1.1806 -0.1978 -0.05 -0.01 -0.03
O 3.2771 0.1703 -2.3827 0.08 -0.02 -0.07
H 5.4862 -0.6527 -1.0635 0.02 0.01 0.03
H 5.9337 0.2036 -2.5438 0.02 0.01 0.00
H 6.2419 0.9427 -0.9642 -0.02 0.02 0.01
H 4.2143 1.9184 -2.1094 0.00 0.00 -0.01
H 3.4782 0.2236 0.3229 0.02 0.00 0.02
H 2.5905 1.6364 -0.2611 0.00 0.00 0.00
H 4.2233 1.8245 0.4017 0.02 0.00 0.00
H 3.1883 -0.6886 -1.9530 -0.05 0.00 -0.01
C 4.4682 -3.5253 -3.8880 -0.05 0.03 0.00
C 5.3819 -3.1995 -5.0578 0.01 -0.01 0.04
C 6.7112 -2.6189 -4.6026 -0.01 0.06 -0.05
O 4.7308 -2.3203 -5.9720 0.03 0.02 0.00
H 4.2449 -2.6098 -3.3311 0.02 -0.01 0.02
H 3.5271 -3.9428 -4.2442 0.00 0.00 0.00
H 4.9292 -4.2374 -3.2023 0.03 0.00 -0.01
H 5.5656 -4.1064 -5.6373 -0.01 -0.01 -0.01
H 6.5424 -1.6848 -4.0592 0.01 -0.01 0.03
H 7.3442 -2.4005 -5.4621 0.00 0.00 0.00
H 7.2428 -3.3047 -3.9417 -0.02 -0.02 0.01
H 4.5285 -1.5026 -5.5021 -0.03 -0.01 -0.01
C -5.3627 -1.0349 5.1765 0.03 -0.04 -0.06
C -6.5976 -0.1977 4.9017 -0.07 0.00 0.05
C -7.8137 -1.0430 4.5662 0.02 0.03 -0.05
O -6.3239 0.7433 3.8587 0.12 -0.08 0.05
H -5.1010 -1.6171 4.2886 -0.01 -0.05 0.03
H -4.5167 -0.3918 5.4287 0.01 -0.02 0.05
H -5.5095 -1.7362 5.9981 -0.04 0.02 0.02
H -6.8148 0.4202 5.7748 -0.02 0.03 -0.01
H -7.6227 -1.6376 3.6681 0.00 -0.02 0.01
H -8.6787 -0.4086 4.3778 0.00 0.01 0.00
H -8.0537 -1.7287 5.3793 0.01 0.00 0.01
H -6.2016 0.2536 3.0355 -0.13 0.06 -0.03
```
Forces are in eV/Å.

## Properties
structure (SMILES) = O[Si@H](F)Cl.CC(C)O.CC(C)O.CC(C)O.CC(C)O.CC(C)O
E_tot = -1897.85795 a.u.

Here are the Mulliken charges for atoms 1 to 5, given in e: atom 1 (O): -0.41, atom 2 (Si): 0.76, atom 3 (F): -0.29, atom 4 (Cl): -0.29, atom 5 (H): 0.30

# 2
This record from the OMol25 dataset describes 2 unconnected molecules or ions with the total composition C8H9NO. The level of theory is ωB97M-V with the def2-TZVPD basis set.

```
19
Properties=species:S:1:pos:R:3:forces:R:3
O -3.4349 4.9056 1.6577 0.80 -0.70 0.37
H -3.6400 3.9845 1.9369 0.27 0.89 -0.36
H -2.4525 4.9579 1.6779 -1.06 -0.14 0.04
C -3.8189 1.7158 -0.4416 -1.27 2.41 -0.13
C -3.4404 3.0453 -0.7564 0.16 -3.30 -0.23
C -1.0917 -0.8282 0.3302 -2.14 0.05 -0.30
C 0.0000 0.0000 0.0000 -0.56 -0.34 -0.13
C -2.4406 -0.4050 0.1688 1.73 0.24 0.25
C -0.2189 1.2953 -0.4693 0.16 0.07 0.20
C -2.6472 0.9380 -0.2668 -0.44 -1.29 0.84
C -1.5565 1.7696 -0.5127 1.14 -0.39 -0.58
N -2.0670 2.9914 -0.8648 0.30 2.28 -0.30
H -4.8588 1.4184 -0.3065 0.44 -0.09 -0.02
H -4.0003 3.9328 -1.0514 0.23 -0.44 0.35
H -0.9117 -1.8614 0.6553 0.00 0.54 -0.07
H 0.9461 -0.5451 0.1154 0.01 1.05 -0.32
H -3.2703 -1.0700 0.4426 0.38 0.38 -0.28
H 0.6024 1.9446 -0.8001 -0.31 -0.32 0.29
H -1.5787 3.8313 -1.1852 0.15 -0.93 0.38
```
Forces are in eV/Å.

## Properties
energy relative to the best compared isomer or geometry (same formula, charge and spin) = 12.72 kcal per mole
structure (SMILES) = c1ccc2[nH]ccc2c1.O
E_tot = -440.23106 a.u.

Here are the Mulliken charges for atoms 1 to 5, given in e: atom 1 (O): -0.67, atom 2 (H): 0.34, atom 3 (H): 0.31, atom 4 (C): -0.77, atom 5 (C): -0.48

# 3
This record from the OMol25 dataset describes a gas-phase ion, C5H12N3O5S (charge +1). The level of theory is ωB97M-V with the def2-TZVPD basis set.

```
26
Properties=species:S:1:pos:R:3:forces:R:3
C -0.8640 -1.1531 -0.4590 0.15 -0.06 -0.09
C -0.3701 1.1858 -0.1881 0.78 -0.38 -0.02
C 1.6023 2.3286 0.4600 0.14 0.82 0.33
C -0.2134 -2.6251 1.3445 0.55 -0.66 0.60
C -2.5570 2.1166 0.0880 -0.79 -0.04 -0.01
N -1.1932 -2.0384 -1.3722 -0.02 0.18 0.33
N 0.8952 1.2003 -0.0962 -0.52 -0.12 -0.08
N 1.7018 -1.1866 -1.2551 -0.22 -0.03 0.79
O -1.0244 0.1195 -0.8109 -0.12 0.01 -0.01
O 3.4075 0.5354 -0.4660 0.07 0.13 0.01
O 1.9957 -0.7257 1.1393 0.45 0.20 0.19
O -0.5646 -1.3636 0.7576 -0.44 0.66 -0.51
O -1.1320 2.1751 0.1746 0.44 -0.13 -0.11
S 2.2791 -0.2774 -0.1857 -0.53 -1.16 -0.61
H 2.2455 2.7370 -0.3196 -0.08 0.05 0.08
H 0.9310 3.0945 0.8414 0.05 -0.06 0.01
H 2.2489 1.9448 1.2479 -0.08 0.22 0.09
H 0.8436 -2.5321 1.6100 -0.28 -0.11 -0.16
H -0.3743 -3.4731 0.6819 -0.06 0.13 -0.05
H -0.8122 -2.7216 2.2505 -0.02 0.03 -0.23
H -2.8833 1.9692 -0.9410 0.08 0.03 0.04
H -2.8972 3.0843 0.4505 0.05 -0.13 -0.05
H -2.9538 1.3261 0.7282 0.11 0.07 -0.04
H -1.3508 -1.7300 -2.3214 0.07 0.04 0.09
H -1.0652 -3.0279 -1.2138 -0.02 0.16 0.05
H 2.1048 -0.9627 -2.1450 0.25 0.14 -0.61
```
Forces are in eV/Å.

## Properties
energy relative to the best compared isomer or geometry (same formula, charge and spin) = 13.98 kcal per mole
net charge = +1
structure (SMILES) = COC(=[NH2+])O/C(OC)=[N+](/C)[S@@](=N)(=O)[O-]
E_tot = -1136.06143 a.u.

Here are the Mulliken charges for atoms 1 to 5, given in e: atom 1 (C): 0.89, atom 2 (C): 1.01, atom 3 (C): -0.95, atom 4 (C): -0.72, atom 5 (C): -0.68

# 4
This record from the OMol25 dataset describes a molecular structure, C2HBiO2. The level of theory is ωB97M-V with the def2-TZVPD basis set.

```
6
Properties=species:S:1:pos:R:3:forces:R:3
C -1.0601 0.0925 -0.2524 3.35 2.44 -0.45
C -0.9055 -1.0263 0.2816 -1.32 -1.56 0.49
H -1.2477 -1.9698 0.6707 0.12 0.02 -0.02
O 2.1794 0.0920 0.3750 -1.12 1.45 -0.87
Bi 1.4466 1.6758 -0.4803 6.45 0.39 1.06
O -0.4127 1.1358 -0.5946 -7.47 -2.74 -0.21
```
Forces are in eV/Å.

## Properties
energy relative to the best compared isomer or geometry (same formula, charge and spin) = 41.44 kcal per mole
net charge = +1
E_tot = -441.38151 a.u.
spin multiplicity = 2

Here are the Mulliken charges for atoms 1 to 5, given in e: atom 1 (C): 0.53, atom 2 (C): -0.14, atom 3 (H): 0.36, atom 4 (O): -0.60, atom 5 (Bi): 1.22